No. 1
The following is a DFT calculation (wB97M-V/def2-TZVPD) of a structure of composition C5H11IN.

Each line ends with the natural charge from an NBO analysis.
CARTESIAN COORDINATES (ANGSTROEM)
1 C 2.61005 2.46999 -0.32435  -0.50
2 C 2.06844 1.30334 -0.17323  -0.21
3 C -0.67496 -0.87712 1.29999  -0.44
4 C -0.57571 -1.52258 -0.97748  -0.41
5 C -0.13380 0.79519 -0.39940  -0.13
6 N -0.06335 -0.58830 -0.01463  -0.47
7 I 3.15881 -0.40791 0.41187  0.36
8 H 3.66784 2.68895 -0.49090  0.25
9 H 2.14478 3.45249 -0.45965  0.25
10 H -1.01274 -1.89753 1.59207  0.26
11 H 0.01062 -0.63375 2.04756  0.23
12 H -1.56479 -0.31109 1.47332  0.24
13 H -0.42358 -1.29002 -1.99949  0.24
14 H -0.21236 -2.46055 -0.67792  0.23
15 H -1.78412 -1.54304 -0.95298  0.23
16 H -0.31624 1.66762 0.16472  0.26
17 H -0.16143 0.97433 -1.43496  0.23
18 H 1.14654 -0.84970 0.07740  0.39

Cartesian forces (eV/Å) of the 2 atoms listed first:
0.7957 2.0164 -0.8868
-2.3697 -1.2825 0.0594

The value obtained for the total energy is -14942.4713 eV. The gap between HOMO and LUMO is 9.0 eV. The net charge is +1. For the energy relative to the best compared isomer or geometry (same formula, charge and spin), the calculation gives 4.810 eV.

No. 2
The following is a DFT calculation (wB97M-V/def2-TZVPD) of a structure of composition C10H24AsF2N2OS2Y.

Each line ends with the natural charge from an NBO analysis.
CARTESIAN COORDINATES (ANGSTROEM)
1 Y 0.20041 0.37329 0.43916  1.99
2 F -1.26369 -1.15213 -1.13796  -0.38
3 C -1.67833 -0.75525 0.16219  -0.05
4 F -1.13334 -1.80847 0.99008  -0.41
5 H -2.75618 -0.89604 0.19457  0.17
6 C -2.40828 2.59336 -0.33405  -0.72
7 S -0.64427 2.71699 -0.76746  0.19
8 C -0.70888 2.38016 -2.55046  -0.72
9 H -2.83263 1.66313 -0.70021  0.23
10 H -2.92617 3.44346 -0.77190  0.26
11 H -2.48508 2.64724 0.75033  0.25
12 H -1.37110 3.11207 -3.00629  0.26
13 H -1.05670 1.36900 -2.74867  0.23
14 H 0.29730 2.52183 -2.93811  0.25
15 C 4.49589 -1.10922 -0.00718  -0.97
16 As 2.87190 -1.32564 -1.02149  1.94
17 C 3.25763 -1.36854 -2.90286  -0.97
18 C 1.88502 -2.87872 -0.43050  -0.98
19 O 1.88810 0.02714 -0.73416  -1.27
20 H 5.21049 -1.88925 -0.26404  0.28
21 H 4.27747 -1.15254 1.05796  0.26
22 H 4.90829 -0.13434 -0.26235  0.27
23 H 3.92819 -2.19261 -3.13881  0.27
24 H 3.73149 -0.42158 -3.15689  0.27
25 H 2.32593 -1.47144 -3.45546  0.27
26 H 2.50560 -3.77078 -0.49747  0.28
27 H 1.00704 -3.00024 -1.06411  0.28
28 H 1.57706 -2.73669 0.60580  0.25
29 C 0.25402 1.94932 5.94274  -0.42
30 N 0.00118 0.62833 5.40071  -0.34
31 C -0.06033 -0.54933 6.27275  -0.23
32 C -0.39819 -1.69277 5.30172  -0.23
33 N -0.34017 -1.02215 3.99156  -0.58
34 C -0.18838 0.30667 4.13818  0.39
35 S -0.23179 1.44676 2.85826  -0.36
36 H -0.51715 2.20098 6.67029  0.23
37 H 0.24120 2.68100 5.14144  0.24
38 H 1.22758 1.97204 6.43259  0.23
39 H -0.81948 -0.40880 7.04137  0.23
40 H 0.90024 -0.69859 6.76621  0.23
41 H -1.38774 -2.11265 5.47430  0.23
42 H 0.33197 -2.49738 5.35073  0.23
43 H -0.83860 -1.41261 3.20880  0.43

Cartesian forces (eV/Å) of the 2 atoms listed first:
0.2251 1.0641 0.5524
0.2841 0.0733 0.0828

The value obtained for the total energy is -104762.0890 eV. The gap between HOMO and LUMO is 9.4 eV. The net charge is +2. For the energy relative to the best compared isomer or geometry (same formula, charge and spin), the calculation gives 0.785 eV.

No. 3
The following is a DFT calculation (wB97M-V/def2-TZVPD) of a cluster of 3 separate species, C31H64N2O2P2 in total.

Each line ends with the Löwdin charge.
CARTESIAN COORDINATES (ANGSTROEM)
1 C -3.70455 -1.57474 -4.20289  -0.20
2 C -2.63684 -1.40537 -5.43661  -0.52
3 P -1.20358 -2.68435 -5.41319  0.57
4 C -1.73256 -4.31970 -6.29314  -0.41
5 P 0.32485 -1.82985 -6.74431  0.58
6 C 2.05511 -1.79024 -5.90029  -0.49
7 C 2.19989 -0.58116 -4.77133  -0.24
8 C 3.34436 -1.04240 -3.64777  -0.36
9 C 4.84599 -1.11995 -4.38089  -0.11
10 C 3.50982 0.00089 -2.40355  -0.20
11 C 2.44159 -0.14905 -1.17995  -0.21
12 C 1.83324 -1.64488 -0.93318  -0.08
13 C 2.50928 -2.76997 -0.20785  -0.26
14 C 4.03057 -2.71334 0.42696  -0.10
15 C 1.67055 -4.19727 0.01917  -0.11
16 H -4.73399 -1.92463 -4.69219  0.08
17 H -3.37239 -2.32419 -3.36411  0.07
18 H -3.92281 -0.48006 -3.77992  0.08
19 H -2.12284 -0.33087 -5.36466  0.07
20 H -3.18027 -1.46671 -6.47199  0.08
21 H -0.83939 -5.06326 -6.47628  0.04
22 H -2.17132 -4.06316 -7.36843  0.04
23 H -2.57062 -4.91325 -5.72840  0.04
24 H -0.04451 -0.43691 -6.94883  -0.09
25 H 2.39662 -2.82767 -5.47806  0.08
26 H 2.82506 -1.50407 -6.76649  0.07
27 H 2.64362 0.40267 -5.28054  0.12
28 H 1.18309 -0.27347 -4.27965  0.10
29 H 3.09128 -2.14713 -3.36022  0.12
30 H 4.78380 -1.31850 -5.53220  0.07
31 H 5.36476 -0.09827 -4.11515  0.08
32 H 5.43428 -1.97058 -3.78997  0.09
33 H 4.60480 -0.08710 -1.99410  0.11
34 H 3.35211 1.09554 -2.85463  0.13
35 H 1.56442 0.61354 -1.32801  0.10
36 H 3.01432 0.17937 -0.18873  0.10
37 H 0.76521 -1.87258 -1.41471  0.11
38 H 4.05961 -2.92786 1.59231  0.08
39 H 4.76288 -3.52194 -0.05722  0.09
40 H 4.41073 -1.61155 0.28482  0.06
41 H 0.51119 -3.99103 0.10222  0.07
42 H 1.96441 -4.88954 -0.88902  0.08
43 H 2.02829 -4.68083 1.03563  0.08
44 C 2.82875 5.34447 3.19042  -0.05
45 C 2.17812 4.24337 2.30694  -0.47
46 C 0.63363 4.39170 2.35834  -0.14
47 C 0.03225 3.94198 3.68755  -0.19
48 C 0.48072 2.52926 4.04687  -0.14
49 C 2.01813 2.32720 3.99188  -0.47
50 N 2.64007 2.88216 2.74481  -0.02
51 O 2.36033 1.98232 1.69842  -0.04
52 C 2.68257 2.97619 5.23311  -0.04
53 C 2.30710 0.80033 4.18676  -0.04
54 C 2.66781 4.60188 0.86668  -0.05
55 H 2.86016 6.31007 2.66872  0.08
56 H 2.28074 5.54191 4.11238  0.06
57 H 3.86420 5.09189 3.44605  0.09
58 H 0.17379 3.80454 1.55212  0.12
59 H 0.34820 5.43540 2.17300  0.13
60 H 0.30250 4.63983 4.48853  0.10
61 H -1.06133 3.97126 3.61947  0.11
62 H 0.09707 2.27960 5.04369  0.13
63 H -0.01064 1.83253 3.35280  0.11
64 H 3.77727 2.93402 5.15979  0.09
65 H 2.40449 2.44820 6.15363  0.09
66 H 2.39213 4.01161 5.39875  0.06
67 H 1.78605 0.17548 3.45284  0.07
68 H 1.96912 0.45788 5.17256  0.08
69 H 3.38142 0.58906 4.11740  0.09
70 H 3.76251 4.54461 0.79971  0.09
71 H 2.37503 5.62286 0.59343  0.08
72 H 2.24425 3.95106 0.09342  0.07
73 C -1.66664 -1.12884 1.78371  -0.04
74 C -2.73303 -0.36582 0.94891  -0.47
75 C -3.04178 0.99358 1.63212  -0.13
76 C -3.87165 0.84961 2.90543  -0.19
77 C -5.13869 0.03995 2.65035  -0.14
78 C -4.88194 -1.32142 1.95160  -0.48
79 N -3.96159 -1.21282 0.77214  -0.02
80 O -4.70403 -0.66639 -0.29234  -0.03
81 C -4.30086 -2.33748 2.96811  -0.05
82 C -6.27284 -1.93888 1.58153  -0.05
83 C -2.00127 -0.09113 -0.40450  -0.04
84 H -0.65566 -0.74942 1.58502  0.08
85 H -1.79954 -1.02131 2.86078  0.06
86 H -1.65524 -2.19679 1.53742  0.09
87 H -3.58331 1.64826 0.93616  0.12
88 H -2.10682 1.51592 1.87322  0.11
89 H -3.27884 0.38373 3.70113  0.10
90 H -4.14316 1.84476 3.27608  0.11
91 H -5.65932 -0.11120 3.60390  0.12
92 H -5.81224 0.65259 2.03425  0.12
93 H -4.01618 -3.27319 2.46918  0.09
94 H -5.04022 -2.59796 3.73555  0.09
95 H -3.43718 -1.96803 3.51716  0.06
96 H -6.88007 -1.26942 0.96211  0.07
97 H -6.86596 -2.14207 2.48165  0.08
98 H -6.15399 -2.88918 1.04635  0.09
99 H -1.73193 -1.03240 -0.90211  0.08
100 H -1.07425 0.47255 -0.24418  0.08
101 H -2.59827 0.50552 -1.10343  0.07

Cartesian forces (eV/Å) of the 2 atoms listed first:
-0.9381 0.6779 -0.8740
-0.2821 0.7754 -0.5329

The value obtained for the total energy is -58826.4142 eV. As for the spin multiplicity: 3. The gap between HOMO and LUMO (spin up / spin down) is 7.9 / 6.9 eV.

No. 4
The following is a DFT calculation (wB97M-V/def2-TZVPD) of a structure of composition C16H23MoN2O4.

Each line ends with the natural charge from an NBO analysis.
CARTESIAN COORDINATES (ANGSTROEM)
1 Mo 0.14818 0.33199 -0.11059  1.53
2 O -1.32270 3.10351 2.46608  -0.52
3 C -1.30532 2.28393 1.59569  0.78
4 O -0.22119 1.51472 1.37437  -0.72
5 C -2.47986 2.01316 0.70574  -0.16
6 C -2.58419 0.88779 -0.10307  -0.19
7 C -3.66852 0.67050 -0.93723  -0.19
8 C -4.69200 1.60906 -0.95408  -0.18
9 C -4.61278 2.73491 -0.14582  -0.18
10 C -3.51846 2.93720 0.68058  -0.14
11 H -1.87721 0.03151 -0.07092  0.16
12 H -3.71995 -0.22120 -1.54717  0.23
13 H -5.55246 1.45852 -1.59125  0.23
14 H -5.41129 3.46395 -0.15812  0.23
15 H -3.44848 3.81141 1.31296  0.25
16 C 5.50068 -0.16178 0.89504  -0.40
17 N 4.51530 0.91642 0.78385  -0.43
18 C 4.94599 2.31012 0.97671  -0.40
19 C 3.30117 0.67795 0.41608  0.67
20 N 2.21070 0.46162 0.08569  -0.50
21 H 6.00072 -0.08131 1.85854  0.23
22 H 6.23148 -0.08100 0.09094  0.22
23 H 4.99273 -1.12037 0.83502  0.23
24 H 5.41778 2.39857 1.95371  0.23
25 H 4.07649 2.96042 0.93901  0.23
26 H 5.65043 2.58938 0.19402  0.22
27 C -1.81688 -2.83623 -0.40503  -0.63
28 C -0.57208 -2.78409 0.46737  0.26
29 C 0.46051 -3.81139 0.03802  -0.62
30 C -0.91262 -2.89983 1.94419  -0.62
31 O 0.04504 -1.48744 0.28809  -0.70
32 H -2.28045 -3.82109 -0.34441  0.24
33 H -1.56297 -2.64605 -1.44967  0.21
34 H -2.55465 -2.10353 -0.07305  0.21
35 H 0.05679 -4.81666 0.16336  0.23
36 H 1.35965 -3.72645 0.64717  0.22
37 H 0.72815 -3.68086 -1.01059  0.21
38 H -1.37595 -3.86547 2.14776  0.23
39 H -1.61151 -2.11709 2.24144  0.22
40 H -0.01181 -2.81603 2.55090  0.22
41 C 0.27025 0.78048 -3.53336  -0.73
42 C 0.17748 0.97487 -2.07209  0.37
43 O 0.16976 2.05058 -1.47246  -0.52
44 H 0.39594 1.72711 -4.05639  0.25
45 H -0.63825 0.27808 -3.87344  0.27
46 H 1.09637 0.10010 -3.74361  0.26

Cartesian forces (eV/Å) of the 2 atoms listed first:
-0.1113 -0.3380 -0.1255
-0.0271 0.0492 -0.0878

The value obtained for the total energy is -29984.8906 eV. As for the spin multiplicity: 3. The gap between HOMO and LUMO (spin up / spin down) is 8.6 / 8.3 eV. The net charge is +1. For the energy relative to the best compared isomer or geometry (same formula, charge and spin), the calculation gives 0.188 eV.

No. 5
The following is a DFT calculation (wB97M-V/def2-TZVPD) of a structure of composition C22H44N3OP3RuSe.

Each line ends with the Löwdin charge.
CARTESIAN COORDINATES (ANGSTROEM)
1 Ru -0.39702 0.58869 0.63838  0.56
2 P -1.16381 1.59759 2.54330  0.77
3 P -2.30244 0.00847 -0.52228  0.75
4 P -0.24422 2.55885 -0.56875  0.74
5 H 1.80843 -0.89887 -0.40004  0.04
6 C 1.53052 0.15063 -0.28449  -0.26
7 C 1.72517 0.78089 1.01349  -0.19
8 H 2.12623 0.18546 1.82894  0.07
9 C -1.22398 0.69554 4.16371  -0.22
10 C -2.83759 2.39546 2.67294  -0.22
11 C -0.12048 3.01781 3.12303  -0.21
12 C -2.15124 -0.80081 -2.19266  -0.25
13 C -3.53655 -1.17208 0.21485  -0.21
14 C -3.56746 1.28894 -0.99401  -0.23
15 C 1.32840 3.53099 -0.47877  -0.22
16 C -1.41099 3.97838 -0.32874  -0.22
17 C -0.32947 2.40324 -2.41094  -0.24
18 H 1.79669 0.71176 -1.18230  0.02
19 H 2.11459 1.79448 1.04948  0.05
20 H -0.26628 0.19731 4.34136  0.02
21 H -2.01230 -0.06055 4.14000  0.06
22 H -1.42456 1.38732 4.99061  0.08
23 H -3.60573 1.62528 2.54931  0.05
24 H -2.96352 3.12969 1.87352  0.03
25 H -2.98431 2.89280 3.64025  0.08
26 H 0.89778 2.65225 3.28264  0.06
27 H -0.50227 3.45707 4.05280  0.08
28 H -0.07874 3.79492 2.35561  0.02
29 H -3.13022 -1.02743 -2.63358  0.08
30 H -1.57570 -1.72445 -2.09755  -0.01
31 H -1.59839 -0.13915 -2.86394  0.01
32 H -4.39275 -1.30876 -0.45590  0.07
33 H -3.89178 -0.76928 1.16837  0.05
34 H -3.08565 -2.14874 0.40268  0.03
35 H -4.42120 0.82041 -1.49702  0.07
36 H -3.13968 2.03467 -1.66760  0.03
37 H -3.92055 1.79920 -0.09354  0.05
38 H 1.25976 4.39791 -1.14450  0.07
39 H 2.17605 2.91311 -0.78483  0.05
40 H 1.50232 3.87614 0.54348  0.05
41 H -1.21965 4.76246 -1.06998  0.08
42 H -1.27021 4.40045 0.66979  0.04
43 H -2.44694 3.64918 -0.41654  0.03
44 H -0.10669 3.35774 -2.90132  0.07
45 H -1.32251 2.07194 -2.72135  0.02
46 H 0.39620 1.65038 -2.72945  0.02
47 C 2.57871 -1.79995 -4.69665  -0.45
48 C 3.32310 -1.50728 -3.54919  0.03
49 C 4.71626 -1.50900 -3.60818  0.10
50 C 5.37546 -1.80039 -4.80272  0.08
51 C 4.62850 -2.09165 -5.94477  0.12
52 C 3.23549 -2.09285 -5.89730  0.04
53 Se 0.65713 -1.81816 -4.69801  1.36
54 H 0.53409 -1.46462 -3.27399  -0.09
55 H 2.82195 -1.27884 -2.61318  0.11
56 H 5.28611 -1.28052 -2.71183  0.16
57 H 6.46048 -1.80039 -4.84329  0.16
58 H 5.12942 -2.32021 -6.88138  0.17
59 H 2.66426 -2.32116 -6.79294  0.16
60 C 1.11795 -3.09385 4.91542  0.03
61 N 0.47085 -2.88603 3.60843  -0.02
62 C -0.14285 -3.94831 3.04867  0.02
63 C -0.62198 -3.83969 1.77463  0.00
64 C -0.56937 -2.60474 1.12626  -0.36
65 N -0.16958 -1.43925 1.73204  0.10
66 C 0.51336 -1.66509 2.94899  -0.49
67 O 1.22965 -0.81764 3.42568  0.02
68 N -0.75577 -2.62418 -0.23854  0.09
69 H 0.36026 -3.41345 5.66261  0.12
70 H 1.60539 -2.17697 5.30728  0.11
71 H 1.89691 -3.88190 4.82957  0.12
72 H -0.16278 -4.91048 3.54918  0.16
73 H -0.97400 -4.72924 1.26607  0.13
74 H -1.02065 -3.48654 -0.73988  0.14
75 H -0.20561 -1.90493 -0.72141  0.04

Cartesian forces (eV/Å) of the 2 atoms listed first:
0.1133 -1.6571 0.7264
-1.1050 2.2123 3.5478

The value obtained for the total energy is -125797.4770 eV. As for the spin multiplicity: 5. The gap between HOMO and LUMO (spin up / spin down) is 6.0 / 1.6 eV. The net charge is +4. For the energy relative to the best compared isomer or geometry (same formula, charge and spin), the calculation gives 2.193 eV.

Number 1: M 212.1 g/mol. Number 2: M 454.3 g/mol. Number 3: M 558.8 g/mol. Number 4: M 403.3 g/mol. Number 5: M 639.6 g/mol.